173
Properties=species:S:1:pos:R:3:mulliken_charge:R:1 method="wB97M-V/def2-TZVPD" relative_energy_kj_mol=434.4 smiles=COC[C@H](C)N.COC[C@H](C)N.COC[C@H](C)N.COC[C@H](C)N.COC[C@H](C)N.COC[C@H](C)N.COC[C@H](C)N.COC[C@H](C)N.COC[C@H](C)N.OCCO.OCCO lumo_ev=0.496 orbital_gap_ha=0.3491 total_energy_ev=-83302.13401 multiplicity=1
C -0.10829 3.74018 2.63577 -0.629
C 0.45385 5.08425 2.42018 1.530
C -0.45354 5.92550 1.52078 -1.285
O -0.16668 5.49505 0.16165 0.078
C -0.74904 6.40285 -0.71513 -0.830
N 0.69771 5.82772 3.65681 -0.813
H -1.03365 3.70976 3.19807 0.360
H 0.64806 3.11969 3.16955 0.225
H -0.21149 3.24932 1.68047 -0.325
H 1.32549 5.02864 1.76688 -0.399
H -0.29706 6.97306 1.70556 0.538
H -1.50233 5.75460 1.76652 0.305
H -0.33886 7.40374 -0.64236 0.368
H -1.84803 6.47102 -0.56186 0.244
H -0.66180 5.99594 -1.71725 0.168
H 1.19195 5.21059 4.31971 0.268
H 1.17012 6.69853 3.48930 0.265
C -2.83305 -2.63746 4.35099 -0.940
C -2.87289 -1.42149 5.29259 0.792
C -3.20264 -0.13539 4.60610 -1.430
O -2.26459 0.13094 3.58770 0.112
C -2.79230 0.96075 2.53784 -0.908
N -3.95279 -1.57965 6.31251 -0.768
H -3.71476 -2.57573 3.69085 0.309
H -2.83958 -3.58649 4.90341 0.514
H -1.97106 -2.63697 3.70402 -0.158
H -1.93221 -1.23829 5.82902 0.080
H -3.43814 0.66805 5.28000 0.396
H -4.18159 -0.28677 4.12656 0.558
H -3.59768 0.39155 2.10288 0.589
H -1.98667 1.19638 1.84588 -0.182
H -3.22265 1.91654 2.87007 0.545
H -4.89473 -1.55262 5.92709 0.267
H -3.89246 -2.49707 6.76418 0.263
C -4.65129 -5.50952 1.88895 -1.541
C -4.14162 -5.13358 0.52508 1.078
C -2.82948 -5.79909 0.20572 -0.819
O -1.83508 -5.66424 1.22320 -0.260
C -0.69454 -6.32455 0.78643 -0.845
N -5.13451 -5.46179 -0.52038 -0.696
H -3.89450 -5.32417 2.64804 0.255
H -4.84353 -6.58598 2.01900 0.356
H -5.57536 -4.99969 2.15325 0.384
H -3.96686 -4.04451 0.50579 -0.133
H -2.53785 -5.40763 -0.76106 0.302
H -3.03988 -6.88045 0.07502 0.465
H 0.10715 -6.18084 1.50048 0.253
H -0.36307 -5.83170 -0.10839 0.280
H -0.85569 -7.41136 0.68159 0.346
H -4.97742 -5.03414 -1.44131 0.273
H -5.27637 -6.47892 -0.67090 0.266
C 0.39328 -6.52569 -6.19449 -1.476
C -0.88681 -5.92848 -5.63091 0.383
C -0.68126 -4.44443 -5.22787 -0.313
O -0.43875 -3.64367 -6.33761 -0.395
C -0.42974 -2.27815 -5.97675 -0.753
N -1.99936 -6.01238 -6.56547 -0.733
H 1.08814 -6.45728 -5.38744 0.353
H 0.81607 -5.98361 -7.03366 0.279
H 0.19062 -7.56256 -6.41706 0.409
H -1.18805 -6.47118 -4.72654 0.351
H 0.05660 -4.31632 -4.40230 0.202
H -1.60182 -4.02193 -4.78269 0.151
H -0.28077 -1.73634 -6.92326 0.336
H 0.40215 -2.06215 -5.30691 0.278
H -1.40588 -1.97235 -5.62771 0.343
H -1.85996 -5.42990 -7.38860 0.296
H -2.80379 -5.67122 -6.06986 0.272
C 6.39844 -1.47271 0.73719 -1.436
C 4.90030 -1.63008 0.41776 1.153
C 4.71281 -2.75669 -0.59173 -0.677
O 5.36175 -2.34103 -1.75075 -0.306
C 5.51974 -3.40092 -2.69785 -0.776
N 4.10861 -1.98619 1.67919 -0.593
H 6.46810 -0.61764 1.40551 0.274
H 7.00550 -1.31299 -0.16523 0.337
H 6.77689 -2.37570 1.23906 0.364
H 4.48302 -0.73842 -0.00974 -0.093
H 3.64669 -3.00455 -0.73176 0.199
H 5.24269 -3.61816 -0.19198 0.385
H 6.13472 -2.98152 -3.49370 0.231
H 4.53194 -3.63006 -3.09664 0.277
H 5.98505 -4.26985 -2.25381 0.325
H 4.30988 -1.31534 2.45570 0.324
H 3.11617 -1.79725 1.51389 -0.154
C -4.65215 -0.48298 -1.58131 -1.322
C -3.43316 -0.78788 -2.41093 0.259
C -2.37769 0.25375 -2.39813 1.766
O -1.66401 0.11645 -3.60864 -0.427
C -0.81416 1.21891 -3.68005 -0.590
N -2.88244 -2.10024 -2.07141 -0.389
H -4.35217 -0.53626 -0.53433 0.064
H -5.44674 -1.19239 -1.81116 0.350
H -5.01977 0.51948 -1.84194 0.372
H -3.84126 -0.81203 -3.41738 0.254
H -1.73386 0.16540 -1.50874 -0.630
H -2.78841 1.27078 -2.38487 -0.392
H -0.14428 1.33043 -2.81774 0.138
H -1.39813 2.11050 -3.82948 0.196
H -0.14220 1.03527 -4.51591 0.382
H -2.60451 -2.08475 -1.07470 -0.062
H -1.98841 -2.23268 -2.56256 0.059
C -6.38597 5.12263 -2.91609 -1.415
C -4.88263 4.74733 -2.89526 0.610
C -4.54875 4.35857 -1.50254 -1.093
O -3.13919 3.98823 -1.44386 -0.162
C -2.78245 3.24568 -0.33752 -1.075
N -4.56415 3.55470 -3.74104 -0.588
H -6.78146 5.29696 -3.92301 0.361
H -6.62853 5.99688 -2.33247 0.374
H -6.87631 4.29511 -2.42088 0.384
H -4.24299 5.61082 -3.03877 0.197
H -5.18217 3.50719 -1.19847 0.388
H -4.76531 5.19572 -0.83196 0.418
H -2.86759 3.80734 0.58680 0.581
H -1.74350 2.95886 -0.41595 0.135
H -3.31481 2.29478 -0.20614 0.512
H -3.56078 3.37788 -3.71353 0.088
H -4.78481 3.76828 -4.70043 0.284
C 4.40495 3.84784 1.59152 -0.630
C 5.92870 4.06114 1.72474 0.478
C 6.49993 2.89067 2.49236 -0.680
O 6.20348 2.73095 3.86789 -0.326
C 6.87659 3.69172 4.56150 -0.812
N 6.53507 4.19817 0.35161 -0.723
H 3.78410 3.97215 2.48938 0.453
H 4.28279 2.85923 1.14573 -0.417
H 4.03097 4.55463 0.88000 0.313
H 6.09402 5.03512 2.21389 0.377
H 7.60145 2.92052 2.49734 0.442
H 6.27945 1.93333 2.02320 0.143
H 6.85471 3.47839 5.62595 0.281
H 6.44649 4.68563 4.38480 0.292
H 7.91281 3.70333 4.26810 0.361
H 7.52956 4.43086 0.45848 0.294
H 6.55788 3.29599 -0.13713 0.229
C 0.34135 -2.66575 -0.69443 -0.969
C 0.03137 -2.16948 0.74489 0.196
C 0.24221 -0.70257 0.79761 0.522
O 1.55629 -0.47269 0.57015 -0.165
C 1.89338 0.89539 0.83862 0.517
N -1.40028 -2.40395 1.07206 0.415
H -0.32122 -2.23480 -1.44286 0.082
H 0.26944 -3.73622 -0.65268 0.157
H 1.36285 -2.30227 -0.84462 0.127
H 0.70678 -2.62729 1.47366 0.638
H -0.05955 -0.22898 1.74237 0.312
H -0.27601 -0.26414 -0.06242 -0.641
H 1.30234 1.59921 0.23427 -0.170
H 2.93445 1.05841 0.57324 -0.347
H 1.75798 1.00429 1.91295 -0.057
H -1.53724 -3.34064 1.48551 -0.008
H -1.72166 -1.71065 1.74766 -0.505
C 1.12655 -0.04582 4.79967 -0.712
C 1.13439 -1.46692 4.20203 0.751
O 2.45489 -1.88538 4.41574 -0.655
O 2.08100 0.82978 4.15350 -0.405
H 1.41666 -0.10719 5.84458 0.424
H 0.15747 0.45766 4.74230 0.130
H 0.90205 -1.49475 3.13812 -0.532
H 0.41897 -2.06952 4.74912 0.276
H 2.76361 -2.50044 3.74263 0.365
H 2.87151 0.28519 4.23216 0.266
C 2.78994 2.89804 -2.26814 0.164
C 2.18664 4.29505 -2.30165 -0.175
O 3.19075 5.26706 -2.77916 -0.584
O 3.90172 2.83864 -1.40767 -0.374
H 3.02922 2.58969 -3.28239 0.324
H 2.08259 2.12217 -1.94252 -0.359
H 1.91705 4.62606 -1.29412 -0.172
H 1.30551 4.33432 -2.95497 0.492
H 3.14050 5.16974 -3.75402 0.349
H 4.46860 3.58253 -1.65302 0.328